Entry 1:
54
Properties=species:S:1:pos:R:3:forces:R:3:nbo_charge:R:1 method="wB97M-V/def2-TZVPD" gap_ev=10.28 energy_ha=-1679.45680 total_charge=+1 homo_energy_ev=-12.25
Ca -0.223 0.406 0.753 -0.771 -0.621 -0.303 1.769
C 2.552 1.662 0.537 -0.177 -0.413 -0.384 -0.436
C 2.941 0.155 0.597 -0.158 0.186 0.134 -0.233
N 1.816 -0.818 0.600 0.117 -0.171 0.111 -0.730
C 1.749 -1.771 1.744 0.079 0.530 0.200 -0.235
C 1.217 -1.125 3.046 0.029 0.061 -0.136 -0.246
N -0.159 -0.603 2.910 0.274 -0.272 -0.007 -0.714
C -0.663 0.256 4.001 0.098 0.198 -0.080 -0.229
C -0.156 1.713 3.943 -0.034 -0.001 -0.084 -0.424
C -0.941 2.744 3.102 0.128 -0.154 0.035 -0.220
N -0.984 2.449 1.658 -0.250 0.173 -0.356 -0.736
C -0.564 3.516 0.716 0.017 -0.091 -0.002 -0.232
C -0.497 3.002 -0.737 0.488 -0.094 0.417 -0.243
N 0.461 1.879 -0.910 -0.052 0.556 -0.133 -0.769
C 1.901 2.165 -0.785 -0.080 0.104 0.353 -0.236
H 3.481 2.216 0.681 -0.006 0.024 0.051 0.242
H 1.909 1.919 1.388 0.029 0.057 0.061 0.183
H 3.524 -0.012 1.506 0.057 0.073 -0.032 0.204
H 3.600 -0.064 -0.245 0.006 0.010 0.007 0.211
H 1.832 -1.342 -0.266 0.049 -0.085 0.036 0.396
H 2.743 -2.184 1.946 -0.051 -0.072 0.098 0.206
H 1.099 -2.601 1.462 -0.009 0.032 -0.097 0.215
H 1.874 -0.295 3.317 -0.016 0.023 0.050 0.197
H 1.278 -1.859 3.856 0.122 -0.004 -0.030 0.208
H -0.790 -1.394 2.811 -0.046 0.044 0.000 0.392
H -0.401 -0.179 4.971 -0.009 0.066 -0.002 0.196
H -1.752 0.250 3.923 -0.002 -0.037 0.048 0.220
H 0.891 1.720 3.621 0.039 0.012 0.035 0.193
H -0.159 2.094 4.966 0.066 0.019 -0.007 0.236
H -0.467 3.718 3.239 -0.020 -0.006 0.065 0.207
H -1.958 2.829 3.492 0.011 0.009 0.006 0.206
H -1.930 2.163 1.397 0.105 0.069 0.086 0.400
H 0.426 3.870 1.016 -0.021 0.006 0.092 0.194
H -1.248 4.370 0.758 0.078 0.034 -0.046 0.205
H -0.240 3.832 -1.403 -0.071 0.103 0.112 0.203
H -1.490 2.642 -1.019 0.061 -0.097 -0.117 0.224
H 0.283 1.409 -1.801 -0.024 -0.133 0.095 0.440
H 2.055 3.245 -0.876 0.159 -0.031 0.062 0.200
H 2.427 1.695 -1.620 -0.049 0.008 -0.036 0.210
C -1.263 -0.984 -7.083 0.017 0.011 -0.034 -0.642
C -0.759 -0.603 -5.724 -0.036 -0.038 0.073 0.055
C -1.161 -1.284 -4.581 0.065 0.043 -0.004 -0.246
C -0.693 -0.877 -3.342 -0.069 -0.066 0.067 0.052
N 0.143 0.147 -3.171 0.019 -0.019 -0.269 -0.509
C 0.533 0.797 -4.273 0.029 -0.030 -0.033 0.035
C 0.117 0.465 -5.547 -0.010 -0.008 -0.013 -0.247
H -1.805 -1.927 -7.055 -0.005 -0.008 -0.004 0.226
H -0.440 -1.078 -7.792 0.003 0.003 -0.002 0.233
H -1.937 -0.216 -7.464 -0.001 0.000 -0.004 0.238
H -1.839 -2.124 -4.646 -0.011 0.000 -0.009 0.227
H -1.019 -1.392 -2.445 -0.023 0.042 0.010 0.203
H 1.214 1.630 -4.126 -0.015 -0.003 0.003 0.189
H 0.471 1.038 -6.394 0.004 -0.002 -0.010 0.226
F -2.119 -0.163 0.323 -0.137 -0.040 -0.072 -0.915

=====

Entry 2:
51
Properties=species:S:1:pos:R:3:forces:R:3:nbo_charge:R:1 method="wB97M-V/def2-TZVPD" gap_ev=6.20 energy_ha=-2043.15372 total_charge=0 homo_energy_ev=-6.57
P -0.235 4.633 -2.599 0.616 1.791 -1.216 0.735
P -2.094 2.808 -4.408 0.112 0.517 -1.754 0.674
C -0.639 5.162 -4.386 0.133 -0.278 0.743 -0.692
C -2.016 4.644 -4.792 0.074 -0.256 -0.052 -0.702
H 0.164 4.751 -5.020 -0.340 0.082 0.137 0.228
H -0.535 6.260 -4.398 -0.250 -0.338 -0.238 0.226
H -2.798 5.168 -4.219 0.097 -0.138 -0.190 0.217
H -2.217 4.795 -5.861 -0.089 0.026 0.195 0.237
C -0.980 2.166 -5.706 0.274 -0.353 -0.346 -0.938
H -1.070 1.075 -5.755 -0.123 0.152 0.015 0.259
H 0.077 2.346 -5.475 -0.277 0.127 0.159 0.250
H -1.184 2.584 -6.705 -0.123 -0.065 0.373 0.232
C -3.778 2.379 -4.992 -0.089 -0.338 -0.268 -0.952
H -3.830 2.401 -6.093 -0.142 0.035 0.396 0.240
H -4.535 3.063 -4.570 0.319 -0.231 -0.178 0.240
H -4.004 1.361 -4.633 -0.038 0.349 -0.225 0.263
C 1.354 5.591 -2.689 0.383 -0.094 0.338 -0.904
H 1.901 5.605 -1.740 -0.078 -0.086 -0.156 0.245
H 1.087 6.625 -2.949 0.136 -0.256 0.079 0.213
H 2.020 5.215 -3.475 -0.142 -0.150 0.260 0.239
C -1.150 5.985 -1.743 -0.045 0.327 0.006 -0.951
H -2.244 5.929 -1.888 0.335 0.095 0.183 0.211
H -0.766 6.919 -2.190 -0.528 -0.171 0.334 0.226
H -0.913 5.971 -0.667 -0.245 -0.043 -0.371 0.264
Ca -2.556 2.953 -1.802 -0.684 -1.492 2.715 1.656
C 1.135 -0.252 -3.008 -0.491 -0.333 -0.379 -0.158
C 1.600 0.362 -4.108 -0.076 -0.147 0.213 -0.230
C 2.589 1.497 -4.054 0.334 0.531 -0.536 -0.453
C 3.713 1.377 -3.002 0.515 0.138 0.234 -0.453
C 3.570 2.185 -1.731 -0.329 0.710 0.168 -0.179
C 2.396 2.556 -1.217 -0.355 -0.169 0.031 -0.201
C 1.068 1.922 -1.605 -0.176 -0.130 -0.049 -0.477
C 1.034 0.378 -1.631 0.016 -0.140 0.425 -0.465
C -2.018 2.787 0.502 0.553 0.772 -0.128 -1.399
H 0.641 -1.243 -3.084 0.079 0.854 -0.183 0.210
H 1.322 0.081 -5.139 0.328 -0.547 0.759 0.203
H 2.095 2.479 -4.025 0.197 -0.038 0.155 0.200
H 3.110 1.500 -5.017 -0.113 -0.076 -0.052 0.220
H 3.879 0.299 -2.848 0.135 0.317 0.197 0.228
H 4.654 1.800 -3.404 -0.410 -0.470 -0.307 0.217
H 4.490 2.654 -1.333 -0.565 -0.367 -0.280 0.204
H 2.324 3.349 -0.465 0.298 -0.456 -0.009 0.205
H 0.757 2.269 -2.601 -0.022 -0.131 0.418 0.209
H 0.285 2.255 -0.903 0.356 -0.039 -0.155 0.245
H 1.766 0.024 -0.884 -0.232 -0.237 -0.379 0.228
H 0.031 0.062 -1.260 0.647 0.154 -0.118 0.244
H -2.944 3.051 1.056 0.499 0.113 -0.120 0.209
H -1.203 3.513 0.689 -0.204 0.029 0.626 0.156
H -1.706 1.806 0.890 -0.016 0.228 -0.282 0.221
N -4.577 0.340 -0.163 2.676 1.478 -1.493 -0.581
C -3.665 0.872 -0.720 -2.928 -1.254 0.306 -0.316

=====

Entry 3:
51
Properties=species:S:1:pos:R:3:forces:R:3:nbo_charge:R:1 method="wB97M-V/def2-TZVPD" gap_ev="6.96 / 8.09" multiplicity=2 energy_ha=-3006.04848 total_charge=0 s2=0.76 homo_energy_ev="-7.08 / -8.24"
P 0.181 -1.461 -2.542 -0.055 -0.720 -0.274 0.781
P -0.005 1.726 -2.430 0.020 0.748 -0.192 0.778
C -0.216 -0.542 -4.116 -0.084 -0.031 0.097 -0.704
C 0.267 0.914 -4.087 0.091 0.014 0.101 -0.705
H -1.306 -0.566 -4.238 0.111 -0.027 0.068 0.222
H 0.218 -1.081 -4.970 -0.168 0.081 0.107 0.222
H 1.345 0.948 -4.291 -0.104 0.023 0.077 0.223
H -0.230 1.506 -4.867 0.175 -0.088 0.091 0.223
C -1.608 2.595 -2.779 0.100 -0.051 0.031 -0.934
H -1.829 3.287 -1.959 0.021 -0.091 -0.095 0.233
H -2.423 1.867 -2.828 0.077 0.069 -0.007 0.228
H -1.575 3.158 -3.720 0.005 -0.090 0.146 0.215
C 1.148 3.166 -2.636 -0.137 -0.052 -0.077 -0.933
H 0.977 3.701 -3.579 0.043 -0.061 0.134 0.216
H 2.183 2.811 -2.612 -0.128 0.038 0.000 0.229
H 1.013 3.864 -1.803 0.004 -0.089 -0.112 0.233
C -0.982 -2.892 -2.757 0.133 0.049 -0.096 -0.933
H -0.784 -3.642 -1.985 -0.012 0.094 -0.104 0.231
H -0.881 -3.362 -3.743 -0.037 0.047 0.138 0.216
H -2.013 -2.545 -2.632 0.125 -0.036 -0.014 0.228
C 1.755 -2.294 -3.067 -0.100 0.045 0.040 -0.933
H 2.563 -1.559 -3.128 -0.078 -0.070 -0.004 0.229
H 1.652 -2.794 -4.039 0.006 0.080 0.153 0.215
H 2.038 -3.037 -2.315 -0.025 0.097 -0.090 0.232
Cu -0.014 -0.067 4.080 0.243 -0.134 1.634 0.987
C 0.650 1.462 2.604 -1.826 0.813 -1.186 -0.206
C -0.738 1.396 2.526 1.732 0.710 -0.887 -0.267
C -1.515 0.679 1.435 0.171 -0.176 0.103 -0.448
C -1.893 -0.776 1.809 0.093 0.303 0.271 -0.454
C -0.826 -1.510 2.590 1.626 -0.517 -1.065 -0.223
C 0.547 -1.435 2.378 -1.693 -0.639 -0.712 -0.218
C 1.213 -0.652 1.259 -0.182 0.182 0.149 -0.467
C 1.631 0.778 1.678 -0.076 -0.324 0.318 -0.453
C 0.069 -1.534 5.549 -0.028 -0.483 0.325 -0.959
H 1.077 2.250 3.221 -0.156 -0.367 0.247 0.254
H -1.299 2.119 3.113 0.133 -0.272 0.290 0.244
H -0.945 0.696 0.503 -0.072 0.008 0.109 0.229
H -2.438 1.235 1.241 0.133 -0.055 0.074 0.228
H -2.795 -0.757 2.430 0.059 -0.030 -0.082 0.221
H -2.154 -1.338 0.899 0.138 0.044 0.200 0.237
H -1.191 -2.335 3.199 0.161 0.305 0.238 0.240
H 1.163 -2.190 2.862 -0.095 0.271 0.282 0.235
H 0.551 -0.616 0.389 0.133 -0.017 0.117 0.239
H 2.110 -1.194 0.939 -0.132 0.038 0.082 0.228
H 2.591 0.726 2.202 -0.066 0.036 -0.060 0.222
H 1.801 1.394 0.781 -0.136 -0.085 0.197 0.242
H 0.784 -1.270 6.335 -0.128 0.131 -0.287 0.212
H 0.344 -2.511 5.131 -0.037 0.152 -0.126 0.168
H -0.922 -1.623 6.013 0.080 0.178 -0.184 0.200
N 0.435 2.038 6.400 0.009 0.045 -0.010 -0.512
C 0.271 1.268 5.553 -0.064 -0.096 -0.156 -0.194

=====

Entry 4:
51
Properties=species:S:1:pos:R:3:forces:R:3:nbo_charge:R:1 method="wB97M-V/def2-TZVPD" smiles="CC(C)C[C@H](C)CO[C@@H]1C[N@@H+](C[C@@H](C)F)C[C@@H]1CC=O" gap_ev=9.79 energy_ha=-933.03583 total_charge=+1 homo_energy_ev=-12.93
C -2.769 -3.436 2.158 -0.179 0.156 -0.402 -0.608
C -3.247 -3.302 0.711 -0.255 -0.541 -0.110 -0.223
C -2.329 -4.068 -0.262 -0.106 1.056 0.255 -0.609
C -3.542 -1.856 0.319 0.569 0.090 0.938 -0.364
C -2.319 -0.891 0.374 -1.258 -0.010 -0.696 -0.276
C -2.865 0.526 0.661 0.645 -0.096 0.637 -0.617
C -1.573 -1.009 -0.967 -0.148 -0.132 0.395 -0.068
O -0.931 0.192 -1.418 0.011 -0.890 0.286 -0.526
C 0.079 0.632 -0.581 1.279 2.402 -0.841 0.108
C 0.266 2.098 -1.082 -0.199 -1.256 -0.852 -0.230
N 1.722 2.462 -1.056 0.463 1.476 -0.687 -0.345
C 2.165 3.607 -0.180 -0.687 -0.431 0.827 -0.257
C 2.641 3.214 1.204 1.634 0.817 0.171 0.180
C 3.723 4.205 1.633 -0.326 -0.177 -0.927 -0.624
F 1.615 3.289 2.098 -0.885 -0.361 0.232 -0.344
C 2.541 1.202 -1.145 -2.393 -1.341 -0.992 -0.238
C 1.528 0.081 -0.764 0.330 -0.899 2.443 -0.254
C 1.771 -1.251 -1.466 1.123 0.647 -1.011 -0.506
C 3.244 -1.608 -1.216 -0.799 0.487 -1.877 0.434
O 3.617 -1.895 -0.142 0.912 -0.629 2.465 -0.490
H -1.705 -3.232 2.239 0.181 -0.056 0.153 0.193
H -2.980 -4.443 2.504 0.217 -0.144 0.171 0.224
H -3.306 -2.743 2.801 -0.065 0.064 0.178 0.209
H -4.205 -3.822 0.686 -0.235 0.089 -0.133 0.207
H -2.402 -3.602 -1.240 -0.138 -0.334 -0.370 0.198
H -1.290 -3.948 0.043 0.177 -0.265 0.070 0.190
H -2.602 -5.111 -0.313 0.152 -0.278 -0.062 0.228
H -4.240 -1.480 1.067 -0.165 -0.027 0.084 0.209
H -4.067 -1.775 -0.630 0.096 -0.053 -0.278 0.205
H -1.727 -1.226 1.222 0.404 0.114 -0.082 0.208
H -2.639 0.759 1.700 -0.018 0.127 0.129 0.218
H -2.412 1.317 0.070 -0.130 -0.008 -0.223 0.198
H -3.943 0.573 0.596 -0.220 0.073 -0.393 0.225
H -2.283 -1.282 -1.738 -0.086 0.307 -0.296 0.204
H -0.864 -1.830 -0.926 0.232 -0.020 0.030 0.176
H -0.154 0.691 0.480 -0.414 -0.623 0.067 0.206
H -0.434 2.853 -0.748 0.359 0.246 0.589 0.250
H 0.087 1.981 -2.150 -0.343 0.038 -0.102 0.226
H 1.837 2.860 -1.985 0.111 0.175 0.098 0.439
H 2.884 4.225 -0.703 0.334 -0.335 -0.228 0.239
H 1.288 4.227 -0.031 -0.153 0.117 -0.061 0.250
H 3.098 2.227 1.258 -0.356 -0.330 -0.094 0.173
H 3.343 5.214 1.495 0.009 0.182 0.389 0.221
H 4.069 4.013 2.638 -0.010 0.082 0.192 0.248
H 4.536 4.092 0.919 0.355 -0.008 0.174 0.213
H 2.689 1.050 -2.211 0.843 0.281 -0.045 0.220
H 3.426 1.144 -0.537 0.309 0.501 -0.024 0.254
H 1.824 -0.153 0.265 -0.117 -0.083 0.114 0.232
H 1.666 -1.151 -2.547 -0.507 -0.195 -0.060 0.217
H 1.193 -2.067 -1.056 -0.312 0.005 -0.015 0.258
H 3.976 -1.552 -2.048 -0.243 -0.008 -0.229 0.121

=====

In eV/Å, the max |F| values for the records above are, in order, 1.0; 3.4; 2.3; 2.9.